Here is C50H41N9O3S3Ti as an isolated structure from the OMol25 dataset. Energies are from ωB97M-V with the def2-TZVPD basis set.

Its lowest unoccupied orbital energy (spin up / spin down) is -0.48 / -0.77 eV. As for the multiplicity: 3. Its HOMO energy (spin up / spin down) is -6.16 / -7.10 eV. Its expectation value of S² is 2.019. For the relative energy (zero: lowest compared OMol25 entry of this formula, charge and spin), the calculation gives 154.7 kJ/mol.

Geometry (Å):
Ti (-0.211, 0.096, -1.361)
O (5.538, 3.709, -0.638)
C (4.636, 4.085, -1.405)
O (4.478, 5.137, -2.038)
C (3.506, 3.052, -1.588)
C (2.331, 3.384, -2.251)
C (1.271, 2.499, -2.223)
N (1.397, 1.308, -1.632)
C (2.580, 0.893, -1.163)
C (3.645, 1.762, -1.076)
C (2.618, -0.576, -0.893)
C (3.759, -1.241, -0.487)
C (3.719, -2.624, -0.382)
C (2.539, -3.289, -0.663)
C (1.428, -2.546, -1.032)
N (1.469, -1.223, -1.152)
C (-0.053, 2.684, -2.881)
C (-0.433, 3.858, -3.502)
C (-1.660, 3.896, -4.148)
C (-2.452, 2.763, -4.164)
C (-2.005, 1.629, -3.504)
N (-0.843, 1.595, -2.855)
H (2.294, 4.348, -2.739)
H (4.599, 1.507, -0.637)
H (4.669, -0.692, -0.296)
H (4.604, -3.171, -0.088)
H (2.465, -4.367, -0.608)
H (0.476, -3.011, -1.266)
H (0.220, 4.717, -3.483)
H (-1.984, 4.801, -4.644)
H (-3.403, 2.741, -4.675)
H (-2.580, 0.711, -3.493)
N (-0.155, -0.583, -6.059)
C (0.095, -0.751, -4.715)
S (1.669, -0.442, -4.169)
N (-0.993, -1.216, -4.099)
N (-1.018, -1.205, -2.737)
C (-1.863, -2.125, -2.242)
C (-2.518, -3.163, -3.079)
C (-2.281, -4.504, -2.798)
C (-2.908, -5.512, -3.521)
C (-3.788, -5.183, -4.538)
C (-4.033, -3.845, -4.826)
C (-3.401, -2.845, -4.108)
C (-2.264, -1.962, -0.880)
C (-3.225, -2.781, -0.236)
C (-3.666, -2.458, 1.014)
C (-3.150, -1.310, 1.658)
C (-2.202, -0.577, 1.010)
N (-1.742, -0.876, -0.237)
H (0.652, -0.536, -6.658)
H (-0.987, -1.025, -6.412)
H (-1.587, -4.765, -2.008)
H (-2.702, -6.549, -3.291)
H (-4.279, -5.961, -5.106)
H (-4.715, -3.579, -5.622)
H (-3.577, -1.806, -4.351)
H (-3.622, -3.642, -0.755)
H (-4.412, -3.072, 1.500)
H (-3.482, -1.008, 2.640)
H (-1.750, 0.299, 1.458)
N (-3.656, 1.465, -0.777)
C (-2.786, 2.371, -0.268)
N (-1.505, 2.195, -0.209)
C (-0.893, 3.340, 0.321)
C (0.472, 3.496, 0.542)
C (0.945, 4.700, 1.032)
C (0.069, 5.747, 1.325)
C (-1.295, 5.599, 1.135)
C (-1.757, 4.391, 0.631)
S (-3.393, 3.914, 0.281)
H (-3.332, 0.513, -0.883)
H (-4.643, 1.604, -0.646)
H (1.155, 2.682, 0.338)
H (2.008, 4.827, 1.179)
H (0.458, 6.682, 1.702)
H (-1.977, 6.404, 1.366)
O (0.589, 0.203, 1.077)
S (1.342, -0.825, 1.896)
C (2.414, 0.077, 3.020)
C (1.736, 0.958, 4.026)
C (0.914, 2.003, 3.624)
C (0.280, 2.798, 4.566)
C (0.468, 2.559, 5.920)
C (1.300, 1.527, 6.330)
C (1.928, 0.728, 5.384)
C (0.186, -1.561, 3.051)
C (0.914, -2.612, 3.849)
C (1.544, -3.671, 3.199)
C (2.215, -4.641, 3.927)
C (2.255, -4.566, 5.313)
C (1.619, -3.520, 5.965)
C (0.954, -2.545, 5.236)
H (3.075, 0.624, 2.344)
H (3.001, -0.702, 3.511)
H (0.770, 2.194, 2.571)
H (-0.352, 3.610, 4.232)
H (-0.020, 3.185, 6.655)
H (1.467, 1.347, 7.382)
H (2.582, -0.075, 5.703)
H (-0.592, -1.992, 2.413)
H (-0.261, -0.779, 3.668)
H (1.513, -3.733, 2.119)
H (2.704, -5.458, 3.414)
H (2.773, -5.325, 5.882)
H (1.641, -3.460, 7.045)
H (0.460, -1.727, 5.743)

Atom charges from the Löwdin analysis, given in e for atoms 1 to 99:
1. Ti 0.946
2. O -0.031
3. C -0.699
4. O -0.022
5. C -0.063
6. C 0.076
7. C -0.212
8. N -0.027
9. C -0.218
10. C 0.077
11. C -0.260
12. C 0.006
13. C -0.038
14. C -0.048
15. C -0.103
16. N -0.033
17. C -0.189
18. C 0.023
19. C -0.034
20. C -0.034
21. C -0.117
22. N 0.028
23. H 0.125
24. H 0.122
25. H 0.123
26. H 0.116
27. H 0.112
28. H 0.114
29. H 0.121
30. H 0.113
31. H 0.109
32. H 0.104
33. N 0.043
34. C -0.927
35. S 0.631
36. N -0.027
37. N -0.087
38. C -0.218
39. C -0.193
40. C -0.051
41. C -0.081
42. C -0.091
43. C -0.078
44. C -0.035
45. C -0.230
46. C -0.006
47. C -0.062
48. C -0.077
49. C -0.194
50. N -0.037
51. H 0.064
52. H 0.082
53. H 0.114
54. H 0.101
55. H 0.100
56. H 0.101
57. H 0.105
58. H 0.111
59. H 0.106
60. H 0.106
61. H 0.100
62. N 0.127
63. C -0.691
64. N 0.083
65. C -0.286
66. C -0.045
67. C -0.051
68. C -0.077
69. C -0.089
70. C -0.470
71. S 1.097
72. H 0.078
73. H 0.102
74. H 0.093
75. H 0.120
76. H 0.107
77. H 0.107
78. O -0.533
79. S 1.005
80. C -0.246
81. C -0.268
82. C -0.030
83. C -0.058
84. C -0.081
85. C -0.076
86. C -0.056
87. C -0.259
88. C -0.279
89. C -0.051
90. C -0.071
91. C -0.082
92. C -0.071
93. C -0.048
94. H 0.109
95. H 0.102
96. H 0.080
97. H 0.106
98. H 0.103
99. H 0.104